# 1
{
  "formula": "C21H65AsF6N17O11",
  "method": "wB97M-V/def2-TZVPD",
  "multiplicity": 1,
  "e_homo_ev": -6.18,
  "total_charge": -1,
  "elements": ["As", "F", "F", "F", "F", "F", "F", "C", "C", "C", "O", "C", "N", "H", "H", "H", "H", "H", "H", "H", "H", "H", "H", "H", "C", "C", "C", "O", "C", "N", "H", "H", "H", "H", "H", "H", "H", "H", "H", "H", "H", "C", "O", "C", "C", "N", "C", "C", "O", "C", "H", "H", "H", "H", "H", "H", "H", "H", "H", "H", "H", "H", "H", "H", "H", "C", "O", "N", "N", "H", "H", "H", "H", "C", "O", "N", "N", "H", "H", "H", "H", "C", "O", "N", "N", "H", "H", "H", "H", "C", "O", "N", "N", "H", "H", "H", "H", "C", "O", "N", "N", "H", "H", "H", "H", "C", "O", "N", "N", "H", "H", "H", "H", "C", "O", "N", "N", "H", "H", "H", "H"],
  "coordinates": [[0.1275, -1.2137, -0.0774], [-0.1628, 0.4573, -0.4146], [-1.2390, -1.5611, -1.1237], [0.4613, -2.8414, 0.2837], [1.5280, -0.7943, 0.8775], [-0.9546, -1.1280, 1.2719], [1.1143, -1.4083, -1.5147], [-2.2692, 0.0719, -5.6387], [-1.1743, -0.4665, -4.7297], [-0.7776, 0.5535, -3.6648], [-0.4403, 1.7739, -4.3065], [-0.1847, 2.8054, -3.3802], [-1.6974, -1.6887, -4.1138], [-2.0308, 1.0491, -6.0679], [-3.1722, 0.2182, -5.0383], [-2.4901, -0.5391, -6.5149], [-0.2972, -0.6995, -5.3425], [0.1054, 0.1979, -3.1295], [-1.6189, 0.7374, -2.9862], [-1.1357, 3.1289, -2.9385], [0.1721, 3.6917, -3.9105], [0.5775, 2.5012, -2.6594], [-1.3507, -1.7720, -3.1621], [-2.6996, -1.6197, -3.9635], [4.5429, 4.1955, 1.1802], [4.6583, 2.9319, 0.3398], [5.9832, 2.2084, 0.5501], [7.0765, 3.0919, 0.4070], [8.2983, 2.4271, 0.1613], [3.5204, 2.0768, 0.7286], [5.4992, 4.7051, 1.3177], [4.1674, 3.9943, 2.1877], [3.8167, 4.9055, 0.7776], [4.5725, 3.1738, -0.7218], [5.9987, 1.4234, -0.2246], [6.0269, 1.5869, 1.4562], [8.3189, 1.3867, 0.4904], [9.0725, 2.9475, 0.7343], [8.5466, 2.5249, -0.9000], [3.4522, 1.2242, 0.1788], [3.7687, 1.7941, 1.6778], [-5.7175, 8.8219, 3.0440], [-5.4747, 7.4669, 3.1586], [-4.7686, 6.8684, 2.0932], [-4.6662, 5.3794, 2.3604], [-5.7918, 4.5809, 1.8786], [-5.7215, 3.1753, 2.2353], [-4.4329, 2.4890, 1.7756], [-4.6575, 1.1007, 1.7735], [-3.4959, 0.3538, 1.4272], [-6.1489, 9.1784, 3.9839], [-6.4452, 9.0978, 2.2669], [-4.8596, 9.4953, 2.8928], [-3.7382, 7.2428, 2.0735], [-5.2445, 7.0495, 1.1214], [-4.5312, 5.1878, 3.4260], [-3.7424, 5.0470, 1.8602], [-5.8389, 4.7151, 0.8766], [-6.5129, 2.6706, 1.6773], [-5.9185, 3.0163, 3.2956], [-3.5538, 2.7165, 2.3896], [-4.2563, 2.8424, 0.7470], [-3.7256, -0.4942, 0.7574], [-3.1853, -0.1874, 2.3203], [-2.8953, 0.9023, 0.6985], [-0.2884, -5.4423, -2.3931], [0.2238, -5.7326, -1.3424], [-0.3355, -4.1561, -2.8477], [-1.1055, -6.3214, -3.1086], [0.2528, -3.4853, -2.3831], [-0.8641, -3.8508, -3.6459], [-1.0247, -7.3105, -2.9799], [-1.7489, -5.9822, -3.7994], [-1.5610, -4.9964, 1.7854], [-0.6346, -5.5072, 1.2131], [-2.7249, -5.6860, 2.0786], [-1.5019, -3.7371, 2.3286], [-2.7274, -6.6683, 1.8803], [-3.5143, -5.3082, 2.5670], [-0.6203, -3.2598, 2.3413], [-2.3021, -3.2645, 2.7031], [4.1532, 0.1244, -2.5699], [4.4473, -0.0756, -1.3948], [2.9650, -0.2522, -3.1074], [5.1242, 0.4673, -3.4776], [2.8521, -0.1900, -4.1020], [2.2358, -0.5798, -2.4761], [4.9549, 0.5515, -4.4614], [6.0480, 0.5809, -3.1053], [-4.7453, -3.1237, -1.3642], [-5.0727, -1.9462, -1.3755], [-3.4553, -3.5222, -1.1881], [-5.6326, -4.1491, -1.5895], [-2.7576, -2.7981, -1.1403], [-3.2210, -4.4967, -1.2422], [-5.3046, -5.0957, -1.5493], [-6.5884, -3.9408, -1.7983], [2.4243, 1.4930, 4.1022], [3.5960, 1.5169, 3.7630], [1.4144, 1.0492, 3.2961], [1.9828, 2.0648, 5.2775], [1.6918, 0.7013, 2.3911], [0.5256, 0.7991, 3.6891], [2.6371, 2.4840, 5.9073], [1.0344, 1.8694, 5.5402], [2.1941, -4.2287, 3.2018], [1.8922, -4.7158, 2.1454], [2.5596, -4.9700, 4.3087], [2.1117, -2.8714, 3.4268], [3.1672, -4.6202, 5.0251], [2.3980, -5.9582, 4.2706], [1.9307, -2.2845, 2.6291], [2.2022, -2.4268, 4.3206], [3.4345, -3.9209, -0.9469], [3.1010, -4.9007, -0.3301], [3.8065, -2.7308, -0.3611], [3.5095, -3.8666, -2.3337], [3.4793, -2.5636, 0.5723], [4.0977, -1.9358, -0.9150], [3.7386, -2.9876, -2.7622], [3.1570, -4.6099, -2.9038]],
  "forces_ev_per_angstrom": [[-0.268, -0.082, 0.036], [0.362, 0.063, -0.016], [-0.113, -0.303, 0.145], [-0.311, -0.294, -0.142], [-0.041, 0.363, 0.089], [0.199, 0.271, 0.226], [0.042, 0.228, -0.094], [-0.056, 0.875, -0.351], [-0.708, 0.071, -0.226], [0.000, 0.380, -0.643], [0.276, 0.112, -0.338], [-0.245, 0.288, -0.397], [0.236, -0.371, 0.408], [0.227, -0.010, 0.279], [-0.105, -0.108, -0.132], [-0.004, -0.468, 0.323], [0.063, -0.081, 0.115], [-0.226, -0.114, 0.373], [0.077, -0.244, 0.194], [0.201, -0.243, 0.558], [0.184, -0.243, -0.230], [-0.239, 0.073, 0.314], [0.258, -0.076, -0.058], [-0.027, 0.171, -0.241], [0.039, 0.658, 0.408], [-0.537, -0.131, 0.669], [-0.287, -0.993, -1.028], [0.119, -0.290, 0.271], [0.226, 0.710, 0.210], [0.447, 0.045, 0.127], [-0.015, 0.012, -0.264], [0.117, -0.420, -0.043], [0.092, -0.086, -0.261], [0.054, 0.071, -0.017], [0.213, 0.226, -0.144], [-0.051, 0.677, 0.498], [-0.249, -0.072, -0.144], [0.027, -0.001, -0.103], [0.061, -0.341, -0.036], [0.259, 0.099, -0.135], [-0.528, -0.155, -0.008], [-0.579, 1.473, 0.214], [0.045, -0.265, 0.008], [0.109, -0.389, 0.490], [0.327, -0.619, -0.526], [-0.116, 0.921, 0.527], [0.155, -0.257, -0.784], [-0.279, -0.235, -0.009], [-0.219, -0.075, -0.212], [-1.238, -1.210, -1.110], [-0.065, -0.302, 0.023], [0.037, -0.365, -0.157], [0.406, -0.582, -0.162], [-0.076, 0.300, -0.135], [-0.060, 0.127, 0.024], [-0.046, 0.183, 0.062], [0.110, 0.043, 0.168], [-0.137, -0.338, -0.059], [-0.111, -0.061, 0.184], [0.098, 0.177, 0.080], [-0.023, 0.188, 0.011], [0.272, -0.007, 0.021], [-0.862, 0.160, 0.198], [1.246, 0.801, 0.027], [0.995, 0.319, 1.108], [-1.380, 0.292, 0.968], [0.845, -0.679, -0.606], [0.251, 0.149, -0.472], [0.031, 0.146, -0.391], [-0.053, -0.035, 0.183], [0.109, 0.026, -0.129], [0.058, 0.040, 0.282], [0.173, -0.037, -0.156], [0.487, 0.199, 0.926], [-0.328, -0.357, -0.122], [-0.568, -0.260, -0.286], [-0.285, -0.038, 0.171], [0.061, 0.033, -0.154], [0.143, 0.156, 0.077], [0.046, -0.038, -0.395], [-0.015, -0.032, -0.034], [0.512, -1.858, -0.399], [-0.169, 0.799, 0.018], [0.262, 0.612, 0.158], [-0.109, 0.467, 0.190], [-0.423, -0.023, 0.072], [0.135, 0.091, -0.335], [0.042, 0.072, 0.024], [0.037, 0.079, -0.100], [0.419, 0.316, -0.365], [-0.260, -0.077, 0.022], [-0.688, -0.047, -0.003], [0.225, -0.137, 0.168], [0.270, -0.200, 0.158], [0.472, 0.117, 0.078], [-0.269, -0.061, -0.064], [-0.011, 0.049, 0.072], [-0.152, 0.795, -0.239], [0.098, -0.081, 0.162], [0.516, -0.132, 0.298], [-0.270, -0.550, -0.373], [-0.267, -0.205, -0.020], [-0.090, -0.028, -0.314], [0.052, -0.177, 0.095], [0.087, 0.346, 0.389], [-0.406, 0.178, -0.038], [0.085, -0.136, 0.222], [-0.068, -0.093, 0.503], [0.192, 0.415, -0.087], [-0.035, 0.105, -0.044], [0.199, -0.035, -0.249], [-0.007, -0.048, -0.046], [0.071, -0.174, 0.053], [-0.063, 0.267, 0.023], [0.186, -0.232, -0.273], [0.305, -0.223, -0.222], [0.368, 0.295, -0.003], [0.021, -0.086, 0.024], [-0.309, 0.000, 0.351], [-0.211, -0.079, -0.166], [-0.079, -0.144, 0.214]]
}

***

# 2
{
  "formula": "C5H36NO15",
  "method": "wB97M-V/def2-TZVPD",
  "relative_energy_ev": 3.708,
  "multiplicity": 1,
  "e_homo_ev": -6.86,
  "total_charge": -1,
  "elements": ["C", "N", "C", "O", "C", "C", "C", "O", "H", "H", "H", "H", "H", "H", "H", "H", "H", "H", "H", "H", "O", "H", "H", "O", "H", "H", "O", "H", "H", "O", "H", "H", "O", "H", "H", "O", "H", "H", "O", "H", "H", "O", "H", "H", "O", "H", "H", "O", "H", "H", "O", "H", "H", "O", "H", "H", "O"],
  "coordinates": [[-0.2533, -0.1632, 1.2580], [0.9220, 0.3663, 0.4861], [0.6770, 0.8989, -0.8312], [0.0907, 0.1523, -1.8609], [-0.7670, 0.9809, 2.1616], [-1.6742, 0.4246, 3.2762], [-3.1369, 0.6643, 2.9569], [-3.8202, 1.3662, 3.6662], [-0.9999, -0.5121, 0.5540], [0.0302, -1.0335, 1.8569], [1.4595, -0.4867, 0.3710], [0.1390, 1.8644, -0.7623], [1.6813, 1.2056, -1.1724], [0.1631, 1.3123, 2.6078], [-1.2641, 1.6774, 1.4910], [-1.5036, 0.9604, 4.2109], [-1.4905, -0.6311, 3.4860], [-3.6164, 0.1134, 2.1283], [1.4563, -1.9973, -1.4813], [2.8755, -1.5807, -1.3572], [2.1420, -1.8829, -0.8040], [1.3671, -3.4376, 3.4015], [2.2405, -4.0369, 2.3500], [2.3018, -3.5480, 3.1909], [-3.1910, 1.8899, -2.1948], [-1.8732, 2.2977, -1.6598], [-2.7660, 2.6539, -1.7633], [3.0396, -0.9044, 1.8427], [3.6448, -2.0124, 2.9405], [3.7566, -1.4525, 2.1688], [-2.3061, 3.7100, -0.3356], [-0.9049, 3.7303, 0.3754], [-1.8229, 4.0090, 0.4534], [-0.5690, -1.2172, -1.4275], [-2.0179, -1.0816, -1.4396], [-1.3885, -1.7895, -1.2342], [1.1772, -2.9030, 0.6020], [1.5768, -4.1226, -0.0713], [1.0659, -3.8634, 0.7056], [1.9223, 3.1929, 2.4120], [1.5505, 1.8582, 2.8766], [2.1558, 2.5710, 3.1146], [0.0164, 1.1221, -3.0459], [-0.0524, 2.7710, -3.5599], [-0.1024, 1.8380, -3.7642], [-1.8674, 0.8392, -3.6829], [-2.9571, -0.3090, -3.4377], [-2.8054, 0.6275, -3.5706], [2.8817, 0.9056, -3.6378], [2.6531, 0.7558, -2.1671], [3.2889, 1.1360, -2.7918], [-2.2801, -2.8246, 0.4630], [-1.4308, -2.4902, 1.6837], [-2.3160, -2.7479, 1.4231], [0.9577, -0.5879, -3.4700], [0.9228, 0.3413, -4.5432], [1.0211, -0.6205, -4.4482]],
  "forces_ev_per_angstrom": [[-0.085, 1.535, -0.794], [-0.728, -1.692, 0.997], [0.443, 0.862, -1.223], [0.525, -0.341, 0.660], [0.288, -2.469, -0.227], [-0.481, 0.944, -0.109], [-0.204, -0.386, 1.039], [0.006, 0.007, -0.356], [-0.363, -0.057, 0.140], [0.410, 0.156, 0.092], [0.487, 0.495, -0.447], [-0.099, -0.082, 0.450], [-0.318, 0.256, 0.571], [-0.603, 0.682, 0.005], [0.133, 0.583, 0.470], [0.006, 0.045, -0.017], [-0.038, -0.089, -0.291], [0.313, 0.096, -0.266], [-0.240, 0.172, 0.248], [0.286, 0.024, 0.388], [0.250, -0.280, -1.082], [0.136, 0.041, 0.167], [0.064, 0.373, 0.101], [-0.324, -0.536, 0.123], [-0.055, 0.284, -0.184], [0.050, 0.053, -0.094], [0.176, -0.329, 0.102], [-0.356, -0.387, 0.899], [-1.257, 0.298, -0.198], [1.720, 0.370, -0.940], [0.168, -0.100, 0.149], [-0.180, -0.019, -0.222], [-0.001, 0.247, 0.282], [-0.650, -0.182, 0.024], [-0.144, -0.358, 0.126], [0.164, 0.210, -0.317], [-0.097, -0.238, 0.362], [-0.090, -0.373, 0.068], [0.164, 0.267, -0.315], [0.333, 0.176, 0.181], [0.504, -0.182, 0.203], [-0.320, 0.209, -0.360], [-0.034, 1.027, 0.919], [0.127, -0.220, 0.667], [-0.293, -0.654, -1.238], [0.212, -0.277, -0.101], [0.543, -0.154, -0.160], [-0.816, 0.297, 0.075], [0.178, 0.032, -0.050], [0.330, 0.155, -0.183], [-0.124, -0.361, -0.177], [0.338, 0.204, -0.159], [0.118, -0.057, -0.209], [-0.501, -0.172, 0.379], [-0.241, -0.664, -0.086], [-0.222, -0.023, -0.873], [0.389, 0.580, 0.792]]
}

***

# 3
{
  "formula": "C5H10O3",
  "method": "wB97M-V/def2-TZVPD",
  "relative_energy_ev": 4.188,
  "multiplicity": 1,
  "smiles": "C=COCO.C=CO",
  "e_homo_ev": -8.67,
  "total_charge": 0,
  "elements": ["C", "C", "O", "C", "O", "H", "H", "H", "H", "H", "H", "C", "C", "O", "H", "H", "H", "H"],
  "coordinates": [[1.3761, 0.4923, 1.1118], [0.5649, -0.3733, 0.5131], [-0.9247, -0.4009, 0.7756], [-1.4269, -1.5957, 1.2716], [-1.1104, -2.7342, 0.5204], [2.4085, 0.2499, 1.2935], [1.0529, 1.4858, 1.3657], [0.8991, -1.3727, 0.2570], [-1.0289, -1.7991, 2.2790], [-2.5201, -1.4527, 1.3256], [-1.3638, -2.5809, -0.3991], [-0.0371, 2.1891, -1.0715], [0.0450, 0.9512, -1.5945], [1.1080, 0.5326, -2.3351], [-0.9514, 2.5134, -0.6011], [0.8394, 2.7976, -0.9359], [-0.8750, 0.4626, -1.9041], [1.9445, 0.6350, -1.8721]],
  "forces_ev_per_angstrom": [[-0.513, 0.045, -0.475], [-2.030, -1.958, 3.374], [2.640, 1.525, -1.817], [-0.061, -0.472, 0.684], [0.186, -0.006, -0.311], [0.301, -0.050, -0.539], [-0.227, 0.041, 0.493], [-0.011, 0.137, -0.352], [-0.096, -0.006, -0.228], [0.376, 0.115, -0.014], [-0.113, -0.012, 0.106], [-0.139, -1.261, 0.172], [-0.954, 2.998, -1.892], [0.362, -1.033, 0.124], [-0.119, 0.008, -0.026], [0.236, 0.179, -0.032], [0.193, -0.503, 0.563], [-0.029, 0.253, 0.171]]
}